Computed, not measured: a molecular structure, C2H2LiO2Rb in a non-equilibrium geometry, with wB97M-V/def2-TZVPD.

Properties
HOMO-LUMO gap: 4.8 eV
Energy relative to the best compared isomer or geometry (same formula, charge and spin): 0.770 eV
Energy: -7058.281 eV
Multiplicity: 1
Net charge: 0
LUMO energy: -0.34 eV
E_HOMO: -5.142 eV

CARTESIAN COORDINATES (ANGSTROEM)
O1 -0.913 0.099 1.254
C1 -1.932 -0.076 0.705
C2 -2.949 -0.315 -0.086
O2 4.500 0.895 -0.799
Li1 5.076 -0.116 -2.025
Rb1 3.067 0.303 1.595
H1 -3.468 0.527 -0.545
H2 -3.382 -1.316 -0.099

Want to see where the charge sits? The Mulliken charges in e are: -0.367, 0.741, -0.834, -1.470, 0.662, 0.789, 0.240, 0.239

---

Computed, not measured: a molecular structure, C2H2N2 in a non-equilibrium geometry, with wB97M-V/def2-TZVPD.

Properties
HOMO-LUMO gap: 11.8 eV
Energy relative to the best compared isomer or geometry (same formula, charge and spin): 4.790 eV
Energy: -5080.395 eV
Multiplicity: 1
Net charge: 0
LUMO energy: 0.85 eV
E_HOMO: -10.931 eV

CARTESIAN COORDINATES (ANGSTROEM)
C1 0.031 -0.779 0.035
C2 -0.424 0.546 0.136
N1 0.737 0.162 0.853
N2 0.795 0.217 -0.598
H1 -0.127 -1.826 -0.087
H2 -1.012 1.680 -0.339

Want to see where the charge sits? The natural (NBO) charges in e are: -0.028, -0.041, -0.224, -0.231, 0.241, 0.283

---

Computed, not measured: a single C2H2N2O molecule, with wB97M-V/def2-TZVPD.

Properties
HOMO-LUMO gap: 9.7 eV
Energy relative to the best compared isomer or geometry (same formula, charge and spin): 3.240 eV
Energy: -7130.603 eV
Multiplicity: 1
Net charge: 0
LUMO energy: 0.10 eV
E_HOMO: -9.645 eV

CARTESIAN COORDINATES (ANGSTROEM)
O1 -2.112 -0.549 -1.165
C1 -0.961 -0.705 -0.847
C2 -0.394 -0.385 0.466
N1 0.402 0.443 0.792
N2 1.152 1.316 1.231
H1 -0.200 -1.136 -1.526
H2 2.113 1.015 1.048

Want to see where the charge sits? The natural (NBO) charges in e are: -0.484, 0.343, 0.074, 0.019, -0.432, 0.137, 0.344

---

Computed, not measured: 2 unconnected molecules or ions with the total composition C2H2N2O in a non-equilibrium geometry, with wB97M-V/def2-TZVPD.

Properties
HOMO-LUMO gap: 10.9 eV
Energy relative to the best compared isomer or geometry (same formula, charge and spin): 4.878 eV
Energy: -7128.966 eV
Multiplicity: 1
Net charge: 0
LUMO energy: 0.20 eV
E_HOMO: -10.724 eV

CARTESIAN COORDINATES (ANGSTROEM)
C1 0.316 -0.115 -1.396
C2 -0.073 0.090 -0.006
N1 0.369 -0.215 -2.527
N2 0.565 -0.275 1.188
O1 0.351 1.102 0.856
H1 -1.542 0.036 -0.149
H2 0.015 -0.623 2.033

Want to see where the charge sits? The natural (NBO) charges in e are: 0.208, 0.157, -0.246, -0.324, -0.337, 0.174, 0.368